The following is a quantum chemistry calculation of C3H6ClN3O in the gas phase at a distorted geometry, from the OMol25 dataset.

Computed properties:
LUMO ... 0.7 eV
E_tot ... -817.50509 hartree
HOMO level ... -8.284 eV
Energy relative to the best compared isomer or geometry (same formula, charge and spin) ... 2.500 eV
Frontier orbital gap ... 8.99 eV
SMILES ... N/N=C1/NOC[C@H]1Cl

The geometry in XYZ format:
```
14
C3H6ClN3O the ωB97M-V functional and the def2-TZVPD basis
H 0.816 1.009 -2.043
H -0.601 1.130 2.033
Cl -0.911 -1.138 -1.905
C -0.136 0.626 0.159
H 0.402 -1.785 1.476
C -0.470 -1.501 0.867
C -0.022 -0.747 -0.426
H 1.514 2.542 -1.620
N 1.301 1.552 -1.310
O -1.283 -0.630 1.666
H 1.013 -1.036 -0.635
N -1.010 0.655 1.250
N 0.492 1.683 -0.162
H -1.104 -2.360 0.650
```

=====

The following is a quantum chemistry calculation of a gas-phase ion, C3H6ClN4 (charge +1) at a distorted geometry, from the OMol25 dataset.

Computed properties:
LUMO ... -5.6 eV
E_tot ... -796.77738 hartree
Net charge ... +1
HOMO level ... -14.059 eV
Energy relative to the best compared isomer or geometry (same formula, charge and spin) ... 2.631 eV
Frontier orbital gap ... 8.44 eV
SMILES ... [H]/N=C(\N)CN=[N+]=CCl

The geometry in XYZ format:
```
14
C3H6ClN4 the ωB97M-V functional and the def2-TZVPD basis
N 0.866 0.893 -0.668
H -1.414 -0.144 0.826
H 2.298 -0.342 1.210
H -0.872 -1.699 0.133
H 0.992 -1.373 1.642
N 1.347 -0.633 1.062
N -1.362 -0.304 -1.246
H 1.769 1.338 -0.685
C -1.563 1.636 -2.611
Cl -0.441 2.397 -3.632
H -2.582 2.018 -2.626
C 0.598 -0.044 0.125
N -1.226 0.765 -1.764
C -0.843 -0.613 0.012
```

=====

The following is a quantum chemistry calculation of a molecular structure, C3H6ClNO2 at a distorted geometry, from the OMol25 dataset.

Computed properties:
LUMO (alpha / beta) ... -1.7 / -0.7 eV
E_tot ... -783.08938 hartree
HOMO level (alpha / beta) ... -8.082 / -8.706 eV
Energy relative to the best compared isomer or geometry (same formula, charge and spin) ... 7.172 eV
Frontier orbital gap (alpha / beta) ... 6.41 / 8.02 eV

The geometry in XYZ format:
```
13
C3H6ClNO2 the ωB97M-V functional and the def2-TZVPD basis
N -0.094 -0.615 1.141
H -0.365 1.738 0.041
Cl -2.185 -0.933 -0.737
H -0.423 -2.198 -1.621
H 1.884 -0.220 0.846
C 0.672 1.582 0.328
H -0.501 -0.461 -2.301
H 1.335 1.831 -0.501
C -0.920 -1.245 -1.693
C 0.889 0.182 0.752
O -1.296 -0.141 1.110
O 0.105 -1.787 1.485
H 0.901 2.267 1.149
```

=====

The following is a quantum chemistry calculation of C3H6ClNO2 in the gas phase at a distorted geometry, from the OMol25 dataset.

Computed properties:
LUMO ... 0.8 eV
E_tot ... -783.24081 hartree
HOMO level ... -9.181 eV
Energy relative to the best compared isomer or geometry (same formula, charge and spin) ... 3.052 eV
Frontier orbital gap ... 9.99 eV
SMILES ... CN(O)C(=O)CCl

The geometry in XYZ format:
```
13
C3H6ClNO2 the ωB97M-V functional and the def2-TZVPD basis
H 0.167 0.022 -2.549
O -0.917 -1.217 0.216
Cl -2.029 0.241 -1.993
H 0.019 -0.121 2.661
O 1.263 1.558 0.049
H 0.558 -1.711 2.188
H 1.665 -0.153 1.834
C -0.301 0.731 -1.799
H -1.232 -0.957 -0.653
C 0.601 -0.585 1.880
C 0.414 0.732 -0.185
N -0.026 -0.276 0.546
H -0.182 1.735 -2.193
```

=====

The following is a quantum chemistry calculation of 3 unconnected molecules or ions with the total composition C3H6ClNOS at a distorted geometry, from the OMol25 dataset.

Computed properties:
LUMO ... -0.7 eV
E_tot ... -1106.17204 hartree
HOMO level ... -9.421 eV
Energy relative to the best compared isomer or geometry (same formula, charge and spin) ... 2.992 eV
Frontier orbital gap ... 8.75 eV

The geometry in XYZ format:
```
13
C3H6ClNOS the ωB97M-V functional and the def2-TZVPD basis
H 0.445 -2.165 0.857
H -0.560 -0.973 -1.032
H -2.171 0.258 -0.757
C -0.348 -2.996 -1.638
O -0.336 -4.066 -2.118
Cl 0.043 -1.664 1.969
H 1.369 1.148 -0.503
S -0.808 1.408 0.584
C -1.150 0.387 -0.570
C 1.022 1.678 0.318
N -0.198 -1.913 -1.152
H 1.777 1.615 1.190
H 1.166 2.774 0.022
```

=====

The following is a quantum chemistry calculation of C3H6ClNS in the gas phase at a distorted geometry, from the OMol25 dataset.

Computed properties:
LUMO ... 0.6 eV
E_tot ... -1030.99702 hartree
HOMO level ... -8.699 eV
Energy relative to the best compared isomer or geometry (same formula, charge and spin) ... 1.507 eV
Frontier orbital gap ... 9.27 eV
SMILES ... Cl[C@H]1CNSC1

The geometry in XYZ format:
```
12
C3H6ClNS the ωB97M-V functional and the def2-TZVPD basis
N 1.273 -0.906 -0.138
H -1.925 -0.615 -0.516
C -0.296 0.778 0.163
H 1.900 -0.451 -0.692
C 0.686 -0.098 0.952
H -1.132 0.340 -1.889
H 0.171 -0.856 1.547
H 0.372 1.592 -0.159
C -1.023 -0.057 -0.901
S 0.080 -1.601 -1.073
Cl -1.585 1.382 1.432
H 1.478 0.492 1.272
```